(1)
4 unconnected molecules or ions with the total composition C2H13NO4 in a non-equilibrium geometry. Source: the OMol25 dataset; level of theory: ωB97M-V/def2-TZVPD.

F_max ... 1.1 eV/Å
E_tot ... -439.68345 Eh
Structure (SMILES) ... CNCO.O.O.O
Gap between HOMO and LUMO ... 9.99 eV
Energy relative to the best compared isomer or geometry (same formula, charge and spin) ... 103.3 kJ/mol
Molar mass ... 115.1 g mol⁻¹
HOMO ... -9.49 eV

The geometry in XYZ format:
```
20
C2H13NO4 | the OMol25 dataset | ωB97M-V/def2-TZVPD
C 0.28 0.47 -1.79
N -0.98 0.14 -1.16
C -1.03 -1.03 -0.37
O -0.41 -2.24 -0.85
H 1.09 0.55 -1.05
H 0.30 1.48 -2.20
H 0.62 -0.22 -2.57
H -1.70 0.33 -1.84
H -0.38 -0.86 0.49
H -2.03 -1.21 0.01
H -0.93 -2.60 -1.58
H 1.10 2.23 2.69
H 1.37 0.81 2.24
O 1.73 1.70 2.19
H 0.87 -2.36 0.90
H 1.92 -1.51 1.67
O 1.01 -1.83 1.69
H -0.24 1.80 0.37
H -1.70 1.92 0.54
O -0.90 2.44 0.62
```



(2)
A molecular structure, C39H60N2P3SSiSn. Source: the OMol25 dataset; level of theory: ωB97M-V/def2-TZVPD.

F_max ... 0.5 eV/Å
Charge ... +3
E_tot ... -3556.82662 Eh
Gap between HOMO and LUMO ... 6.10 eV
Molar mass ... 828.7 g mol⁻¹
HOMO ... -15.36 eV

The geometry in XYZ format:
```
107
C39H60N2P3SSiSn | the OMol25 dataset | ωB97M-V/def2-TZVPD
Sn -0.08 -0.22 -1.17
C -2.77 -3.27 -1.95
C -3.04 -2.48 -0.67
C -3.80 -1.19 -0.98
P -1.57 -2.09 0.35
C -0.64 -3.61 0.77
C 0.42 -3.92 -0.28
C -1.56 -4.79 1.07
C -2.27 -1.47 1.92
C -3.49 -1.93 2.40
C -3.97 -1.49 3.63
C -3.24 -0.59 4.39
C -2.03 -0.11 3.91
C -1.54 -0.55 2.68
Si 0.13 0.01 2.23
C 0.49 1.77 2.44
C 1.35 2.11 3.49
C 1.45 3.43 3.90
C 0.68 4.40 3.27
C -0.17 4.06 2.22
C -0.25 2.75 1.76
P -1.32 2.25 0.35
C -2.98 2.89 0.83
C -3.43 2.25 2.14
C -4.03 2.67 -0.26
C -0.71 3.24 -1.10
C -1.40 2.85 -2.42
C -0.78 4.76 -0.94
C 1.43 -1.22 2.52
C 1.34 -2.01 3.67
C 2.45 -2.75 4.08
C 3.63 -2.67 3.36
C 3.72 -1.89 2.20
C 2.60 -1.18 1.76
P 2.54 -0.11 0.30
C 3.54 1.37 0.74
C 5.05 1.18 0.60
C 3.04 2.63 0.01
C 3.23 -1.00 -1.17
C 3.36 0.00 -2.33
C 4.50 -1.83 -1.00
H -3.73 -3.57 -2.37
H -2.18 -4.17 -1.79
H -2.25 -2.66 -2.69
H -3.64 -3.11 -0.01
H -3.22 -0.53 -1.63
H -4.07 -0.63 -0.08
H -4.73 -1.42 -1.51
H -0.13 -3.33 1.70
H -0.01 -4.09 -1.27
H 0.97 -4.83 -0.01
H 1.16 -3.11 -0.36
H -2.08 -5.15 0.17
H -2.31 -4.55 1.83
H -0.97 -5.62 1.45
H -4.09 -2.62 1.84
H -4.92 -1.85 4.00
H -3.62 -0.24 5.35
H -1.47 0.62 4.50
H 1.93 1.35 4.00
H 2.11 3.70 4.71
H 0.74 5.43 3.60
H -0.77 4.84 1.76
H -2.85 3.96 0.98
H -3.56 1.17 2.02
H -4.40 2.66 2.42
H -2.74 2.43 2.96
H -4.14 1.61 -0.49
H -3.81 3.20 -1.18
H -5.00 3.03 0.09
H 0.34 2.95 -1.16
H -2.38 3.33 -2.50
H -1.56 1.78 -2.56
H -0.81 3.21 -3.26
H -1.79 5.11 -0.72
H -0.49 5.23 -1.89
H -0.10 5.14 -0.19
H 0.43 -2.05 4.25
H 2.40 -3.36 4.97
H 4.50 -3.23 3.68
H 4.65 -1.86 1.66
H 3.30 1.48 1.80
H 5.35 1.09 -0.44
H 5.42 0.33 1.16
H 5.53 2.07 1.01
H 3.22 2.56 -1.06
H 3.59 3.50 0.38
H 1.98 2.81 0.18
H 2.43 -1.70 -1.43
H 4.21 0.67 -2.18
H 2.48 0.62 -2.46
H 3.54 -0.56 -3.25
H 5.35 -1.23 -0.67
H 4.76 -2.26 -1.97
H 4.36 -2.66 -0.31
S 0.32 -2.05 -3.30
C 0.25 -1.19 -4.79
N 0.90 -0.07 -5.10
C 0.77 0.28 -6.53
C -0.28 -0.75 -7.02
N -0.45 -1.60 -5.83
H 1.67 0.24 -4.53
H 1.73 0.17 -7.03
H 0.43 1.30 -6.64
H 0.08 -1.34 -7.86
H -1.22 -0.28 -7.29
H -1.01 -2.44 -5.81
```



(3)
A molecular structure, C30H37IIrN3O4 in a non-equilibrium geometry. Source: the OMol25 dataset; level of theory: ωB97M-V/def2-TZVPD.

Spin multiplicity ... 6
F_max ... 5.2 eV/Å
Charge ... +3
E_tot ... -2031.47192 Eh
Gap between HOMO and LUMO (alpha / beta) ... 5.51 / 4.93 eV
Energy relative to the best compared isomer or geometry (same formula, charge and spin) ... 143.4 kJ/mol
Molar mass ... 822.8 g mol⁻¹
HOMO (alpha / beta) ... -13.84 / -15.38 eV
Expectation value of S² ... 8.804

The geometry in XYZ format:
```
76
C30H37IIrN3O4 | the OMol25 dataset | ωB97M-V/def2-TZVPD
Ir 10.63 12.06 8.08
N 12.78 13.13 6.93
C 13.68 12.12 6.94
C 15.09 12.47 6.87
C 16.03 11.54 6.65
C 15.64 10.19 6.57
C 14.26 9.83 6.70
C 13.92 8.45 6.65
C 12.59 8.07 6.86
C 11.60 9.01 7.02
N 11.91 10.34 7.08
C 13.21 10.71 6.90
H 13.13 14.05 6.88
H 11.87 13.08 6.48
H 15.29 13.51 7.00
H 17.06 11.74 6.67
H 16.39 9.44 6.35
H 14.65 7.70 6.50
H 12.39 7.02 6.81
H 10.57 8.67 7.07
I 9.79 9.87 10.15
C 8.46 10.04 8.61
C 7.45 9.15 8.53
C 6.50 9.25 7.49
C 6.64 10.32 6.60
C 7.68 11.22 6.84
N 8.62 11.08 7.77
H 7.39 8.38 9.31
H 5.75 8.50 7.38
H 5.98 10.59 5.79
H 7.71 12.11 6.24
C 12.26 12.75 12.10
O 11.91 12.33 10.69
C 11.27 13.12 9.83
O 10.99 14.24 9.89
H 11.66 13.59 12.48
H 13.36 12.91 12.08
H 12.09 11.89 12.72
C 13.64 25.54 8.76
C 13.75 24.16 8.09
C 14.45 23.85 6.93
C 14.60 22.47 6.51
C 15.43 22.28 5.31
C 13.88 21.49 7.11
C 13.92 20.11 6.51
O 13.03 19.30 6.45
C 13.06 21.82 8.21
C 12.21 20.81 8.94
C 13.02 23.19 8.68
H 13.93 26.34 8.05
H 14.45 25.52 9.49
H 12.68 25.73 9.19
H 14.82 24.57 6.25
H 15.99 23.22 5.08
H 14.74 22.14 4.47
H 16.09 21.44 5.43
H 14.92 19.83 6.11
H 11.72 20.17 8.22
H 11.49 21.36 9.55
H 12.79 20.12 9.52
H 12.36 23.29 9.53
C 9.95 12.11 4.57
C 9.48 13.41 5.20
O 9.99 13.53 6.57
C 9.52 14.83 7.23
C 8.22 14.87 8.04
H 9.84 12.33 3.53
H 9.32 11.20 4.82
H 10.98 11.82 4.82
H 8.37 13.46 5.25
H 9.87 14.28 4.70
H 9.40 15.53 6.45
H 10.40 15.11 7.82
H 7.31 14.86 7.47
H 8.31 15.85 8.55
H 8.24 14.06 8.74
```



(4)
A molecular structure, C39H24N8O8S2W in a non-equilibrium geometry. Source: the OMol25 dataset; level of theory: ωB97M-V/def2-TZVPD.

F_max ... 1.5 eV/Å
Charge ... +2
E_tot ... -3403.47466 Eh
Gap between HOMO and LUMO ... 6.15 eV
Energy relative to the best compared isomer or geometry (same formula, charge and spin) ... 196.9 kJ/mol
Molar mass ... 980.6 g mol⁻¹
HOMO ... -13.83 eV

The geometry in XYZ format:
```
82
C39H24N8O8S2W | the OMol25 dataset | ωB97M-V/def2-TZVPD
W -0.03 -0.01 -0.61
S -2.47 0.84 3.40
C -2.18 2.40 2.71
C -2.48 3.66 3.22
C -2.14 4.76 2.47
C -1.54 4.63 1.21
C -1.24 3.38 0.70
C -1.54 2.25 1.47
N -1.27 0.93 1.14
C -1.73 0.10 2.04
C -1.52 -1.31 1.83
C -1.94 -2.27 2.76
C -1.66 -3.60 2.54
C -0.95 -3.96 1.40
C -0.55 -2.99 0.48
C -0.83 -1.64 0.65
H -2.98 3.76 4.17
H -2.35 5.75 2.86
H -1.33 5.51 0.63
H -0.80 3.26 -0.28
H -2.47 -1.95 3.64
H -1.98 -4.35 3.24
H -0.70 -5.00 1.22
H 0.00 -3.33 -0.39
N 2.44 3.44 0.79
C 2.23 2.97 2.08
C 2.60 3.46 3.32
C 2.21 2.74 4.42
C 1.49 1.54 4.28
C 1.12 1.05 3.05
C 1.47 1.80 1.93
N 1.22 1.62 0.56
C 1.84 2.61 -0.06
C 1.74 2.76 -1.50
C 2.54 3.42 -2.38
S 1.92 3.24 -3.96
C 0.65 2.30 -3.34
N 0.67 2.12 -2.05
H 2.98 4.25 0.54
H 3.18 4.38 3.41
H 2.47 3.09 5.41
H 1.25 0.97 5.17
H 0.63 0.09 2.96
H 3.46 3.95 -2.20
H -0.12 1.88 -3.98
O -1.53 0.77 -1.33
C -2.80 0.74 -1.77
C -3.63 1.84 -1.63
C -4.95 1.75 -2.05
C -5.43 0.58 -2.63
C -4.59 -0.51 -2.79
C -3.26 -0.44 -2.36
C -2.31 -1.53 -2.56
N -1.08 -1.59 -2.04
C -0.50 -2.74 -2.55
C -1.39 -3.37 -3.36
N -2.52 -2.59 -3.35
H -3.25 2.74 -1.18
H -5.60 2.60 -1.93
H -6.46 0.52 -2.95
H -4.97 -1.41 -3.24
H 0.51 -3.02 -2.33
H -1.31 -4.28 -3.93
H -3.36 -2.78 -3.87
O 2.85 -0.56 -3.59
C 2.24 -0.89 -2.61
O 1.07 -0.37 -2.29
C 2.73 -1.95 -1.66
C 3.49 -3.01 -2.09
C 3.93 -3.95 -1.17
C 3.67 -3.81 0.17
C 2.91 -2.75 0.62
C 2.37 -1.82 -0.30
O 1.60 -0.78 0.03
N 2.68 -2.67 2.07
O 1.89 -1.86 2.50
O 3.34 -3.42 2.76
N 4.66 -5.14 -1.65
O 4.75 -5.27 -2.85
O 5.13 -5.87 -0.80
H 3.75 -3.12 -3.14
H 4.07 -4.53 0.88
```



(5)
14 unconnected molecules or ions with the total composition C41H73BN13O2P2 in a non-equilibrium geometry. Source: the OMol25 dataset; level of theory: ωB97M-V/def2-TZVPD.

F_max ... 2.1 eV/Å
Charge ... -1
E_tot ... -3175.78295 Eh
Gap between HOMO and LUMO ... 4.59 eV
Molar mass ... 852.9 g mol⁻¹
HOMO ... -3.20 eV

The geometry in XYZ format:
```
132
C41H73BN13O2P2 | the OMol25 dataset | ωB97M-V/def2-TZVPD
C -4.76 1.48 -0.58
C -4.92 0.03 0.08
P -3.60 -1.23 -0.40
C -4.02 -1.92 -2.11
C -4.64 -0.89 -3.14
B -1.81 -0.49 -0.36
O -0.99 -1.34 0.55
C -0.24 -0.52 1.48
C -0.06 -1.17 2.95
C 1.22 -0.30 0.90
C 1.81 -1.53 0.08
C 1.64 -2.95 0.77
C 3.41 -1.27 -0.03
C -1.25 0.72 1.55
C -2.50 0.39 2.51
P -0.69 2.40 2.21
C -0.19 2.28 4.05
C 0.92 2.99 1.38
C 1.14 4.57 1.64
O -1.69 0.88 0.20
H -5.75 2.03 -0.70
H -4.29 1.40 -1.61
H -4.05 2.14 0.03
H -5.02 0.19 1.20
H -5.93 -0.38 -0.26
H -3.08 -2.35 -2.57
H -4.77 -2.76 -1.98
H -4.93 -1.36 -4.12
H -3.92 -0.04 -3.37
H -5.58 -0.42 -2.71
H -1.24 -0.49 -1.43
H -0.70 -2.10 2.98
H -0.30 -0.45 3.78
H 1.05 -1.42 3.05
H 1.14 0.56 0.15
H 1.95 0.03 1.70
H 1.44 -1.51 -0.99
H 2.35 -3.66 0.23
H 0.60 -3.35 0.54
H 1.86 -2.97 1.88
H 3.72 -0.97 -1.07
H 3.77 -0.50 0.73
H 3.93 -2.24 0.25
H -3.31 1.18 2.41
H -2.20 0.42 3.61
H -2.90 -0.66 2.34
H 0.07 3.35 4.36
H 0.73 1.66 4.22
H -1.08 1.99 4.69
H 0.93 2.72 0.28
H 1.76 2.39 1.86
H 0.14 5.08 1.60
H 1.85 4.91 0.83
H 1.62 4.63 2.67
C -0.45 0.11 -4.13
C -1.55 -0.59 -4.85
N -2.41 -1.14 -5.41
H -0.16 1.00 -4.68
H -0.79 0.41 -3.13
H 0.41 -0.55 -4.03
C -8.84 3.74 -1.96
C -7.95 2.58 -2.25
N -7.27 1.67 -2.48
H -9.65 3.44 -1.30
H -8.26 4.53 -1.48
H -9.26 4.13 -2.89
C 2.17 -0.83 6.03
C 1.92 0.60 6.35
N 1.72 1.72 6.60
H 2.77 -1.29 6.82
H 1.23 -1.37 5.94
H 2.71 -0.91 5.08
C 6.12 1.62 5.09
C 5.25 0.62 4.42
N 4.57 -0.17 3.91
H 7.17 1.39 4.90
H 5.91 2.62 4.69
H 5.94 1.62 6.16
C -4.20 -5.78 -2.98
C -5.03 -6.82 -3.65
N -5.69 -7.62 -4.17
H -3.14 -6.00 -3.13
H -4.42 -4.80 -3.40
H -4.41 -5.77 -1.91
C -8.36 -4.54 -5.51
C -7.28 -3.71 -4.91
N -6.43 -3.06 -4.44
H -8.60 -4.17 -6.51
H -8.04 -5.58 -5.58
H -9.26 -4.49 -4.88
C 0.24 3.42 -6.91
C 1.19 2.60 -6.10
N 1.93 1.96 -5.47
H -0.67 3.59 -6.35
H 0.70 4.38 -7.15
H 0.00 2.90 -7.84
C 1.08 -2.73 -6.48
C 2.02 -3.56 -5.67
N 2.76 -4.20 -5.04
H 0.16 -2.56 -5.92
H 1.53 -1.77 -6.72
H 0.83 -3.25 -7.41
C 9.18 2.84 7.87
C 9.12 2.62 6.39
N 9.08 2.45 5.25
H 9.19 3.91 8.08
H 8.31 2.39 8.34
H 10.08 2.38 8.28
C -4.58 -10.16 -6.15
C -4.58 -10.41 -7.63
N -4.58 -10.59 -8.77
H -4.59 -9.09 -5.95
H -5.46 -10.62 -5.70
H -3.68 -10.60 -5.71
C 12.28 0.34 5.86
C 11.47 -0.15 7.00
N 10.83 -0.53 7.90
H 13.12 -0.33 5.68
H 11.67 0.38 4.96
H 12.66 1.34 6.07
C -4.51 5.14 -1.05
C -5.53 5.90 -1.82
N -6.33 6.50 -2.43
H -4.56 5.41 0.00
H -4.70 4.07 -1.15
H -3.51 5.36 -1.43
C 9.01 6.65 4.32
C 8.20 6.17 5.47
N 7.56 5.79 6.36
H 9.85 5.98 4.15
H 8.39 6.69 3.42
H 9.39 7.65 4.53
```



(6)
3 unconnected molecules or ions with the total composition C2H12N2O2 in a non-equilibrium geometry. Source: the OMol25 dataset; level of theory: ωB97M-V/def2-TZVPD.

F_max ... 3.6 eV/Å
E_tot ... -343.34654 Eh
Structure (SMILES) ... NCCN.O.O
Gap between HOMO and LUMO ... 9.79 eV
Energy relative to the best compared isomer or geometry (same formula, charge and spin) ... 122.3 kJ/mol
Molar mass ... 96.1 g mol⁻¹
HOMO ... -9.10 eV

The geometry in XYZ format:
```
18
C2H12N2O2 | the OMol25 dataset | ωB97M-V/def2-TZVPD
C 1.23 0.40 1.04
C 0.16 1.19 0.33
N 0.64 2.14 -0.68
N 0.77 -0.95 1.31
H 1.67 0.83 1.94
H 1.94 0.09 0.24
H -0.28 1.79 1.08
H -0.67 0.62 -0.15
H 0.68 1.51 -1.55
H -0.14 2.78 -1.01
H 0.25 -1.07 2.22
H 1.52 -1.69 1.37
H -0.92 -0.54 -3.10
H -0.82 -1.25 -1.73
O -0.40 -0.55 -2.29
H -1.24 -1.78 0.81
H -2.67 -1.59 0.20
O -1.72 -1.92 -0.02
```



(7)
A molecular structure, C2H14B2InO in a non-equilibrium geometry. Source: the OMol25 dataset; level of theory: ωB97M-V/def2-TZVPD.

F_max ... 5.0 eV/Å
Charge ... +1
E_tot ... -398.96507 Eh
Gap between HOMO and LUMO ... 4.82 eV
Molar mass ... 190.6 g mol⁻¹
HOMO ... -13.01 eV

The geometry in XYZ format:
```
20
C2H14B2InO | the OMol25 dataset | ωB97M-V/def2-TZVPD
In -1.18 -0.42 0.97
B 0.49 -1.82 -0.10
H 1.27 -2.55 0.07
H -0.43 -2.20 0.31
H 0.72 -0.86 0.34
H 0.42 -1.73 -1.17
B -2.02 -1.76 -0.94
H -2.61 -0.89 -1.17
H -2.41 -2.62 -1.46
H -0.98 -1.55 -1.16
H -2.02 -2.02 0.11
C 1.68 2.17 -0.10
C 0.36 2.28 0.69
O 0.18 1.11 1.36
H 1.60 1.31 -0.75
H 2.58 2.02 0.49
H 1.80 2.94 -0.86
H -0.54 2.25 0.08
H 0.25 3.21 1.25
H 0.84 1.12 2.06
```